DFT (ωB97M-V with the def2-TZVPD basis set) results for an isolated molecule of C3H8N2O in a non-equilibrium geometry.

The charge is 0. The gap between HOMO and LUMO comes out at 8.9513 eV. Its spin multiplicity is 1. The energy above the lowest of the compared OMol25 structures with the same formula, charge and spin is 333.6 kJ/mol. For the energy, the calculation gives -8265.8681 eV. Its SMILES is CN/C=N/OC.

The geometry in XYZ format:
```
14
Properties=species:S:1:pos:R:3:nbo_charge:R:1
C 2.353 -0.641 0.033 -0.41
C 0.135 0.387 -0.062 0.17
C -2.575 0.168 0.039 -0.28
H 2.289 -1.184 -0.941 0.19
H 2.086 -1.316 0.838 0.21
H 3.391 -0.383 0.135 0.20
H 1.880 1.443 -0.202 0.40
H -0.490 1.304 -0.033 0.18
H -2.394 1.042 -0.664 0.16
H -3.606 -0.237 -0.055 0.21
H -2.471 0.614 1.019 0.17
N 1.484 0.520 0.002 -0.61
N -0.360 -0.790 -0.019 -0.20
O -1.723 -0.928 -0.090 -0.38
```


DFT (ωB97M-V with the def2-TZVPD basis set) results for a cluster of 8 separate species, C22H35Cl10F9O6 in total in a non-equilibrium geometry.

The charge is 0. The gap between HOMO and LUMO comes out at 10.4180 eV. Its spin multiplicity is 1. The energy above the lowest of the compared OMol25 structures with the same formula, charge and spin is 196.9 kJ/mol. For the energy, the calculation gives -185347.0494 eV. Its SMILES is CCOC(=O)C(F)(F)F.CCOC(=O)C(F)(F)F.CCOC(=O)C(F)(F)F.ClCCCl.ClCCCl.ClCCCl.ClCCCl.ClCCCl.

The geometry in XYZ format:
```
82
Properties=species:S:1:pos:R:3:mulliken_charge:R:1
C -9.636 20.507 -15.804 -1.06
C -10.083 21.288 -14.562 -0.17
O -9.615 22.614 -14.786 -0.32
C -10.319 23.503 -15.713 0.50
O -11.446 23.223 -16.116 -0.54
C -9.619 24.834 -16.099 0.77
F -9.436 24.873 -17.357 -0.22
F -10.298 25.913 -15.751 -0.26
F -8.438 25.067 -15.464 -0.26
H -10.147 20.776 -16.729 0.32
H -9.885 19.475 -15.556 0.37
H -8.550 20.545 -15.882 0.31
H -9.695 20.861 -13.637 0.33
H -11.158 21.358 -14.395 0.22
C -14.213 16.927 -16.943 -1.11
C -14.597 18.271 -16.338 -0.17
O -15.392 19.159 -17.145 -0.29
C -14.933 19.773 -18.279 0.47
O -13.761 19.832 -18.623 -0.54
C -16.028 20.305 -19.241 0.77
F -17.218 20.351 -18.597 -0.24
F -15.745 21.526 -19.759 -0.22
F -16.275 19.498 -20.301 -0.24
H -13.561 16.334 -16.303 0.35
H -13.821 16.978 -17.959 0.34
H -15.169 16.408 -17.027 0.31
H -13.686 18.743 -15.970 0.24
H -15.086 17.938 -15.423 0.33
C -17.319 27.467 -20.331 -1.16
C -18.559 27.566 -19.444 -0.22
O -18.714 28.936 -19.075 -0.22
C -19.845 29.364 -18.452 0.29
O -20.891 28.686 -18.414 -0.55
C -19.729 30.818 -17.968 0.94
F -19.332 30.700 -16.729 -0.25
F -18.786 31.527 -18.562 -0.23
F -20.921 31.367 -18.023 -0.22
H -16.438 27.825 -19.799 0.33
H -17.329 28.085 -21.229 0.31
H -17.271 26.424 -20.645 0.36
H -18.590 26.904 -18.578 0.34
H -19.382 27.323 -20.116 0.27
Cl -8.868 21.229 -20.424 -0.19
C -10.140 22.384 -20.804 -0.28
C -9.452 23.482 -21.734 -0.43
Cl -9.005 22.799 -23.278 -0.18
H -10.419 22.762 -19.821 0.13
H -10.913 21.807 -21.312 0.30
H -8.556 23.990 -21.377 0.32
H -10.083 24.330 -22.002 0.33
Cl -18.041 23.883 -25.827 -0.20
C -16.858 24.230 -24.531 -0.28
C -15.331 24.120 -25.035 -0.42
Cl -14.150 23.503 -23.825 -0.17
H -16.962 23.632 -23.625 0.27
H -17.176 25.245 -24.291 0.19
H -15.068 25.120 -25.380 0.31
H -15.271 23.407 -25.857 0.31
Cl -16.301 24.472 -15.487 -0.18
C -15.508 23.345 -14.371 -0.28
C -14.763 24.207 -13.342 -0.49
Cl -13.922 23.293 -12.144 -0.21
H -14.764 22.800 -14.952 0.15
H -16.173 22.581 -13.968 0.36
H -15.389 24.859 -12.733 0.35
H -14.080 24.879 -13.862 0.31
Cl -8.467 12.026 -12.285 -0.21
C -9.702 13.317 -11.986 -0.44
C -9.947 13.989 -13.325 -0.42
Cl -10.987 15.308 -12.953 -0.20
H -9.279 14.003 -11.251 0.32
H -10.592 12.830 -11.587 0.32
H -10.290 13.327 -14.121 0.34
H -9.027 14.411 -13.730 0.30
Cl -19.374 13.600 -12.570 -0.17
C -17.620 13.987 -12.831 -0.33
C -16.680 12.791 -12.697 -0.43
Cl -16.747 12.026 -11.109 -0.19
H -17.424 14.845 -12.188 0.32
H -17.516 14.292 -13.872 0.23
H -15.607 12.915 -12.842 0.30
H -16.996 11.978 -13.352 0.28
```


Q: Which of these has the highest energy?
A: C3H8N2O


Q: Which value of energy does entry 2 give?
A: -185347.0494 eV


Q: energy of number 2 (C22H35Cl10F9O6)?
A: -185347.0494 eV